53
Properties=species:S:1:pos:R:3:nbo_charge:R:1 method="wB97M-V/def2-TZVPD" de_lowest_kj_mol=49.05 homo_lumo_gap_ev=9.003 smiles="CCN1CCN([C@H](CNS(=O)(=O)c2ccc(Cl)cc2)c2ccccc2)CC1" total_energy_ha=-1950.8258 homo_ev=-8.5 multiplicity=1 lumo_energy_ev=0.52
C 4.303 4.440 -1.378 -0.637
C 2.800 4.562 -1.102 -0.199
N 2.094 3.337 -0.790 -0.450
C 2.057 2.364 -1.860 -0.212
C 1.036 1.282 -1.510 -0.236
N 1.451 0.626 -0.284 -0.447
C 0.714 -0.588 0.068 -0.058
C 1.051 -1.706 -0.935 -0.246
N 0.802 -3.005 -0.341 -0.881
S -0.561 -3.837 -0.828 2.314
O -1.056 -3.320 -2.072 -0.941
O -0.233 -5.231 -0.738 -0.937
C -1.738 -3.461 0.463 -0.346
C -3.038 -3.144 0.127 -0.111
C -3.961 -2.893 1.127 -0.242
C -3.555 -2.964 2.452 -0.026
Cl -4.691 -2.630 3.701 0.017
C -2.249 -3.293 2.790 -0.228
C -1.337 -3.547 1.782 -0.172
C -0.772 -0.361 0.253 -0.068
C -1.650 -0.247 -0.819 -0.162
C -2.982 0.064 -0.609 -0.231
C -3.460 0.269 0.673 -0.214
C -2.599 0.146 1.749 -0.210
C -1.269 -0.165 1.537 -0.202
C 1.490 1.604 0.788 -0.223
C 2.504 2.690 0.437 -0.224
H 4.488 3.792 -2.232 0.204
H 4.712 5.422 -1.598 0.214
H 4.824 4.037 -0.513 0.203
H 2.646 5.243 -0.258 0.191
H 2.310 4.999 -1.977 0.191
H 3.037 1.880 -2.018 0.165
H 1.758 2.864 -2.784 0.201
H 0.047 1.755 -1.406 0.182
H 1.000 0.548 -2.316 0.199
H 1.128 -0.911 1.032 0.205
H 2.103 -1.608 -1.207 0.222
H 0.443 -1.634 -1.839 0.221
H 1.592 -3.626 -0.305 0.420
H -3.308 -3.092 -0.915 0.240
H -4.981 -2.642 0.887 0.234
H -1.958 -3.348 3.827 0.231
H -0.315 -3.809 2.005 0.236
H -1.306 -0.409 -1.828 0.210
H -3.648 0.152 -1.454 0.214
H -4.498 0.520 0.834 0.215
H -2.962 0.298 2.755 0.217
H -0.602 -0.254 2.383 0.210
H 0.506 2.073 0.952 0.179
H 1.800 1.105 1.710 0.197
H 3.498 2.220 0.348 0.167
H 2.535 3.434 1.236 0.202